# 1
{"formula": "C26H45ClF3O3PSV", "method": "wB97M-V/def2-TZVPD", "total_charge": 0, "spin_multiplicity": 2, "gap_ev": [8.140, 8.163], "symbols": ["V", "Cl", "P", "C", "H", "H", "C", "C", "C", "H", "C", "H", "H", "C", "H", "H", "C", "H", "H", "C", "H", "H", "H", "H", "C", "C", "H", "C", "H", "H", "C", "H", "H", "C", "H", "H", "C", "H", "H", "H", "H", "C", "H", "C", "H", "H", "C", "H", "H", "C", "H", "H", "C", "H", "H", "H", "H", "C", "C", "H", "C", "H", "C", "H", "H", "C", "H", "H", "C", "H", "H", "H", "H", "F", "C", "F", "F", "S", "O", "O", "O"], "coordinates": [[-1.321, 0.231, 0.055], [-3.314, -0.840, 0.059], [-0.009, 0.386, -1.945], [-1.422, 1.969, 0.322], [-0.486, 2.509, 0.597], [-2.099, 2.181, 1.196], [1.422, -0.502, -2.748], [0.126, 2.166, -2.455], [2.732, 0.253, -2.542], [1.459, -1.441, -2.166], [3.917, -0.676, -2.815], [2.784, 1.104, -3.237], [2.811, 0.657, -1.525], [3.865, -1.227, -4.247], [4.849, -0.121, -2.640], [3.885, -1.488, -2.073], [2.476, -1.733, -4.670], [4.184, -0.432, -4.936], [4.590, -2.041, -4.341], [1.316, -0.825, -4.244], [2.442, -1.860, -5.759], [2.314, -2.722, -4.219], [1.348, 0.116, -4.814], [0.368, -1.309, -4.503], [-1.580, -0.359, -2.598], [0.523, 2.450, -3.911], [-0.887, 2.553, -2.252], [0.377, 3.948, -4.197], [1.567, 2.150, -4.075], [-0.082, 1.877, -4.627], [1.123, 4.835, -3.186], [0.739, 4.154, -5.214], [-0.692, 4.201, -4.171], [0.916, 4.418, -1.726], [2.197, 4.806, -3.414], [0.802, 5.874, -3.319], [1.115, 2.911, -1.547], [1.615, 4.956, -1.073], [-0.102, 4.678, -1.407], [2.140, 2.650, -1.838], [1.027, 2.616, -0.496], [-1.535, -1.888, -2.727], [-2.335, -0.118, -1.798], [-2.901, -2.420, -3.171], [-0.779, -2.167, -3.473], [-1.232, -2.345, -1.771], [-3.372, -1.777, -4.481], [-2.850, -3.511, -3.283], [-3.629, -2.206, -2.377], [-3.333, -0.248, -4.426], [-2.740, -2.125, -5.310], [-4.392, -2.106, -4.710], [-2.007, 0.302, -3.901], [-3.494, 0.167, -5.427], [-4.149, 0.115, -3.789], [-1.211, 0.105, -4.639], [-2.086, 1.392, -3.773], [0.167, -1.699, 0.541], [-0.128, -0.745, 1.448], [1.061, -1.540, -0.068], [-1.199, -0.865, 2.502], [0.323, 0.273, 1.316], [-1.365, -2.349, 2.894], [-1.031, -0.195, 3.393], [-2.164, -0.535, 2.038], [-1.374, -3.302, 1.661], [-0.480, -2.549, 3.523], [-2.293, -2.481, 3.477], [-0.139, -3.138, 0.786], [-1.440, -4.333, 2.039], [-2.272, -3.104, 1.065], [0.754, -3.581, 1.299], [-0.261, -3.716, -0.151], [4.760, -0.935, 3.075], [3.681, -0.212, 2.701], [2.564, -0.875, 3.116], [3.717, 0.982, 3.338], [3.618, 0.026, 0.854], [4.922, 0.554, 0.519], [3.326, -1.319, 0.346], [2.494, 0.967, 0.708]], "atomic_forces_ev_per_a": [[-0.756, -0.494, -1.382], [-0.536, -0.121, 0.209], [0.507, 0.295, -1.037], [0.728, 1.165, 2.402], [-0.497, -0.075, -0.659], [-0.264, -0.116, -0.943], [-0.319, -0.149, 0.530], [-0.095, -0.319, -0.021], [0.552, 0.068, 0.494], [0.207, 0.113, -0.287], [-0.171, -0.115, 0.061], [0.005, -0.271, 0.207], [-0.042, -0.131, -0.363], [0.076, 0.209, 0.003], [-0.183, -0.232, -0.064], [0.065, 0.180, -0.197], [0.087, -0.163, 0.206], [-0.061, -0.086, 0.038], [-0.059, 0.113, -0.126], [-0.233, 0.140, -0.260], [0.019, -0.070, 0.205], [-0.019, 0.089, -0.088], [0.034, -0.253, 0.127], [0.350, 0.133, -0.052], [0.190, 0.521, 0.090], [-0.084, 0.019, -0.269], [0.234, -0.010, -0.114], [-0.112, 0.063, 0.133], [-0.339, 0.167, 0.064], [0.165, 0.249, 0.204], [0.141, 0.032, -0.107], [-0.137, 0.044, 0.190], [0.107, -0.019, -0.058], [-0.065, -0.133, -0.028], [-0.119, -0.032, 0.050], [0.117, -0.104, -0.017], [0.219, 0.189, 0.147], [-0.160, -0.024, -0.138], [0.087, 0.019, 0.010], [-0.225, 0.081, 0.099], [0.118, 0.106, -0.329], [0.044, -0.024, 0.081], [0.156, -0.068, -1.096], [-0.105, 0.031, 0.079], [-0.224, -0.043, 0.288], [-0.116, 0.057, -0.217], [0.128, -0.062, -0.052], [-0.038, 0.183, 0.031], [0.070, -0.072, -0.116], [-0.085, 0.085, 0.030], [-0.015, 0.027, 0.118], [0.165, 0.013, 0.016], [-0.141, 0.014, -0.350], [-0.142, -0.060, 0.107], [0.073, -0.037, -0.031], [-0.336, 0.138, 0.125], [0.030, -0.342, -0.099], [2.304, -0.521, 1.098], [-0.336, 0.374, 0.321], [-0.425, 0.325, -0.177], [-0.435, -0.002, 0.567], [0.343, -0.410, 0.064], [0.228, 0.179, -0.133], [0.085, -0.735, -0.958], [0.482, -0.003, 0.737], [-0.288, 0.008, 0.780], [-0.443, -0.348, -0.043], [0.513, -0.011, -0.133], [-0.369, -0.704, 0.082], [-0.016, 0.262, -0.203], [0.144, -0.094, 0.145], [-0.483, 0.501, -0.453], [0.124, 0.357, 0.334], [-0.790, 0.495, -0.146], [0.085, -0.025, 0.072], [0.593, 0.372, -0.034], [0.007, -0.838, -0.267], [-0.099, -0.163, -0.127], [-0.618, -0.159, 0.125], [0.020, 0.762, 0.367], [0.376, -0.542, 0.138]], "lowdin_charge": [0.36, 0.26, 1.13, -0.14, 0.02, 0.04, -0.37, -0.41, -0.22, 0.11, -0.18, 0.10, 0.07, -0.19, 0.12, 0.11, -0.18, 0.11, 0.11, -0.20, 0.11, 0.12, 0.11, 0.08, -0.47, -0.21, 0.11, -0.19, 0.10, 0.09, -0.19, 0.11, 0.11, -0.19, 0.12, 0.11, -0.23, 0.12, 0.11, 0.11, 0.06, -0.20, 0.00, -0.19, 0.10, 0.09, -0.19, 0.12, 0.08, -0.18, 0.12, 0.11, -0.20, 0.11, 0.12, 0.10, 0.11, -0.13, -0.25, 0.08, -0.21, 0.11, -0.16, 0.15, 0.02, -0.20, 0.12, 0.12, -0.17, 0.12, 0.07, 0.15, 0.12, 0.11, -0.61, 0.09, 0.11, 0.49, -0.29, -0.33, -0.35]}

---

# 2
{"formula": "C26H45ClNPTm", "method": "wB97M-V/def2-TZVPD", "total_charge": -1, "spin_multiplicity": 3, "de_lowest_kj_mol": 0.5, "gap_ev": [4.255, 4.230], "symbols": ["Tm", "Cl", "P", "C", "H", "H", "C", "C", "C", "H", "C", "H", "H", "C", "H", "H", "C", "H", "H", "C", "H", "H", "H", "H", "C", "C", "H", "C", "H", "H", "C", "H", "H", "C", "H", "H", "C", "H", "H", "H", "H", "C", "H", "C", "H", "H", "C", "H", "H", "C", "H", "H", "C", "H", "H", "H", "H", "C", "C", "H", "C", "H", "C", "H", "H", "C", "H", "H", "C", "H", "H", "H", "H", "N", "C"], "coordinates": [[-0.459, 0.355, 0.446], [-2.911, 0.594, 0.080], [0.108, 0.258, -2.302], [-0.429, 1.366, 2.592], [0.406, 2.067, 2.544], [-1.425, 1.826, 2.650], [1.520, -0.642, -3.109], [0.160, 2.080, -2.691], [2.878, -0.010, -2.765], [1.480, -1.619, -2.596], [4.025, -0.914, -3.247], [2.963, 0.976, -3.248], [2.963, 0.166, -1.684], [3.900, -1.308, -4.725], [4.983, -0.409, -3.073], [4.022, -1.826, -2.632], [2.510, -1.837, -5.076], [4.123, -0.434, -5.349], [4.654, -2.065, -4.969], [1.395, -0.889, -4.614], [2.424, -2.000, -6.156], [2.360, -2.809, -4.585], [1.468, 0.067, -5.153], [0.420, -1.321, -4.873], [-1.501, -0.343, -3.079], [0.654, 2.438, -4.100], [-0.901, 2.385, -2.620], [0.360, 3.919, -4.355], [1.735, 2.245, -4.175], [0.169, 1.824, -4.873], [1.014, 4.822, -3.305], [0.696, 4.192, -5.360], [-0.728, 4.067, -4.328], [0.752, 4.376, -1.861], [2.097, 4.839, -3.480], [0.657, 5.848, -3.438], [0.947, 2.866, -1.628], [1.391, 4.937, -1.170], [-0.287, 4.620, -1.602], [2.017, 2.607, -1.686], [0.632, 2.621, -0.592], [-1.578, -1.876, -3.084], [-2.236, 0.008, -2.329], [-2.975, -2.339, -3.522], [-0.821, -2.301, -3.760], [-1.342, -2.259, -2.080], [-3.436, -1.693, -4.836], [-2.980, -3.430, -3.623], [-3.686, -2.079, -2.724], [-3.289, -0.173, -4.836], [-2.853, -2.112, -5.665], [-4.480, -1.957, -5.027], [-1.886, 0.291, -4.420], [-3.523, 0.232, -5.826], [-4.007, 0.262, -4.126], [-1.155, 0.020, -5.199], [-1.876, 1.389, -4.351], [0.113, -1.729, 0.042], [-0.255, 0.016, 2.856], [0.548, -2.125, -0.890], [-1.398, -0.845, 3.357], [0.751, -0.400, 3.009], [-1.174, -2.373, 3.302], [-1.624, -0.600, 4.412], [-2.312, -0.591, 2.786], [-1.161, -2.949, 1.882], [-0.235, -2.633, 3.811], [-1.990, -2.859, 3.856], [0.184, -2.723, 1.124], [-1.336, -4.034, 1.953], [-2.015, -2.540, 1.311], [0.984, -2.436, 1.830], [0.486, -3.681, 0.666], [3.050, 0.271, 0.971], [1.925, 0.367, 0.647]], "atomic_forces_ev_per_a": [[0.103, -1.540, -2.532], [-1.029, 0.430, -0.069], [-0.490, 0.203, 0.185], [0.454, 0.067, 1.612], [-0.051, -0.316, 0.010], [0.226, -0.310, -0.126], [-0.341, 0.152, 0.100], [0.126, -0.645, -0.579], [0.131, 0.013, 0.013], [0.015, 0.220, -0.118], [-0.173, -0.025, 0.097], [0.007, -0.229, 0.005], [-0.037, -0.143, -0.216], [0.028, 0.121, 0.066], [-0.100, -0.133, 0.008], [0.020, 0.148, -0.051], [-0.119, 0.054, 0.040], [-0.056, 0.004, 0.008], [-0.012, 0.072, -0.010], [0.163, -0.028, -0.194], [0.065, -0.061, 0.071], [0.004, 0.085, -0.072], [0.063, -0.209, 0.063], [0.306, 0.123, 0.086], [0.404, 0.485, 0.221], [-0.192, 0.422, 0.031], [0.190, -0.107, 0.054], [0.078, -0.055, -0.036], [-0.224, 0.118, 0.019], [0.140, 0.196, 0.312], [0.203, -0.085, -0.018], [-0.029, 0.144, 0.047], [0.061, -0.041, -0.036], [-0.189, -0.141, 0.134], [-0.036, -0.029, -0.007], [0.097, -0.025, 0.030], [0.016, 0.263, -0.192], [-0.095, -0.004, -0.106], [0.069, -0.005, -0.008], [-0.281, -0.011, 0.083], [0.158, 0.065, -0.471], [-0.051, -0.050, -0.164], [0.244, -0.146, -0.271], [0.024, 0.179, 0.119], [-0.186, 0.057, 0.051], [-0.111, 0.175, -0.160], [0.130, -0.142, 0.059], [-0.080, 0.097, 0.036], [0.094, -0.048, -0.108], [0.086, 0.186, 0.160], [0.044, 0.032, 0.005], [0.036, -0.019, -0.036], [-0.073, -0.261, -0.185], [-0.095, -0.027, 0.032], [0.033, -0.076, -0.087], [-0.218, 0.021, 0.116], [-0.044, -0.293, 0.025], [0.057, 1.090, -0.072], [-0.034, 0.390, 1.589], [0.205, 0.128, 0.296], [-0.193, -0.380, -0.146], [-0.258, 0.274, -0.393], [-0.313, 0.254, -0.183], [0.155, 0.211, -0.272], [0.155, -0.142, 0.205], [0.203, -0.117, 0.344], [-0.155, 0.064, -0.040], [0.121, 0.178, 0.069], [-0.480, -1.326, -0.336], [0.012, 0.178, 0.016], [0.406, -0.047, 0.093], [-0.153, -0.315, 0.146], [0.049, -0.144, 0.534], [-0.875, 0.019, -0.344], [1.592, 0.758, 0.451]], "lowdin_charge": [0.58, -0.13, 1.05, -0.20, 0.05, 0.06, -0.41, -0.44, -0.20, 0.10, -0.19, 0.10, 0.07, -0.21, 0.11, 0.12, -0.20, 0.11, 0.10, -0.21, 0.10, 0.12, 0.10, 0.08, -0.44, -0.22, 0.12, -0.21, 0.10, 0.09, -0.21, 0.10, 0.11, -0.20, 0.11, 0.10, -0.22, 0.11, 0.11, 0.12, 0.07, -0.21, 0.03, -0.19, 0.10, 0.09, -0.21, 0.10, 0.12, -0.20, 0.11, 0.10, -0.21, 0.10, 0.12, 0.10, 0.10, -0.33, -0.32, -0.03, -0.22, 0.10, -0.23, 0.11, 0.09, -0.22, 0.11, 0.10, -0.37, 0.09, 0.10, 0.08, 0.08, -0.07, -0.42]}

---

# 3
{"formula": "C26H45FO10S5", "method": "wB97M-V/def2-TZVPD", "total_charge": 0, "gap_ev": 9.139, "symbols": ["F", "C", "C", "C", "C", "C", "C", "H", "H", "H", "H", "H", "C", "C", "C", "S", "O", "O", "C", "H", "H", "H", "H", "H", "H", "H", "H", "C", "C", "C", "S", "O", "O", "C", "H", "H", "H", "H", "H", "H", "H", "H", "C", "C", "C", "S", "O", "O", "C", "H", "H", "H", "H", "H", "H", "H", "H", "C", "C", "C", "S", "O", "O", "C", "H", "H", "H", "H", "H", "H", "H", "H", "C", "C", "C", "S", "O", "O", "C", "H", "H", "H", "H", "H", "H", "H", "H"], "coordinates": [[-4.397, 0.191, -0.261], [-3.144, 0.505, 0.031], [-2.289, -0.531, 0.614], [-0.909, -0.202, 0.693], [-0.365, 1.111, 0.552], [-1.340, 2.129, 0.227], [-2.677, 1.829, 0.020], [-2.792, -1.455, 0.767], [-0.085, -0.865, 0.848], [0.633, 1.214, 0.675], [-0.709, 3.173, -0.109], [-3.379, 2.440, -0.373], [1.676, 6.632, -1.066], [1.123, 6.279, 0.257], [1.841, 5.180, 0.739], [3.521, 5.342, 0.240], [3.836, 4.059, -0.239], [4.159, 5.860, 1.455], [3.186, 6.599, -0.899], [1.480, 7.474, -1.755], [1.447, 5.816, -1.749], [-0.042, 6.075, 0.010], [1.161, 7.210, 0.793], [1.464, 4.041, 0.090], [1.799, 5.252, 2.010], [3.659, 6.540, -1.852], [3.632, 7.697, -0.619], [4.532, -2.297, -0.755], [3.483, -1.217, -0.477], [2.260, -1.695, -0.838], [2.590, -2.444, -2.414], [2.316, -1.520, -3.405], [1.964, -3.772, -2.475], [4.380, -2.643, -2.250], [4.482, -3.266, -0.135], [5.508, -1.903, -0.671], [3.858, -0.444, -0.902], [3.773, -0.763, 0.503], [1.671, -0.811, -0.946], [1.886, -2.326, -0.020], [4.965, -1.942, -2.762], [4.841, -3.547, -2.555], [-1.868, -2.700, 5.620], [-2.485, -1.437, 4.906], [-1.656, -1.105, 3.797], [-0.032, -1.229, 4.394], [0.384, -0.037, 5.041], [0.892, -1.805, 3.475], [-0.295, -2.407, 5.693], [-1.927, -3.521, 5.077], [-2.269, -3.043, 6.639], [-2.478, -0.405, 5.657], [-3.515, -1.624, 4.561], [-1.926, -0.202, 3.404], [-1.842, -1.863, 3.002], [0.159, -1.933, 6.644], [0.155, -3.467, 5.613], [1.222, -6.172, 1.105], [0.214, -6.653, 0.051], [-0.350, -5.476, -0.407], [-0.910, -4.577, 0.896], [-1.930, -5.336, 1.570], [-0.837, -3.166, 0.638], [0.632, -4.903, 1.850], [2.190, -6.048, 0.314], [1.296, -6.974, 1.857], [-0.573, -7.386, 0.418], [0.798, -7.108, -0.783], [-1.307, -5.544, -1.066], [0.338, -4.733, -0.952], [0.329, -5.204, 2.850], [1.234, -3.964, 1.680], [-2.563, 1.865, -4.811], [-2.264, 3.312, -4.786], [-3.530, 3.995, -4.642], [-4.495, 2.936, -3.691], [-5.620, 2.614, -4.412], [-4.625, 3.382, -2.331], [-3.442, 1.512, -3.590], [-1.570, 1.475, -4.609], [-2.960, 1.880, -5.858], [-1.679, 3.472, -5.599], [-1.630, 3.483, -3.931], [-4.067, 4.162, -5.573], [-3.396, 4.803, -4.073], [-3.935, 0.661, -3.671], [-2.889, 1.507, -2.929]], "atomic_forces_ev_per_a": [[-0.413, 0.224, -0.194], [3.499, -1.167, 3.254], [-0.242, 3.102, -2.398], [0.164, 1.252, 0.199], [-7.004, -0.891, -0.862], [4.557, 1.391, -0.841], [1.039, -2.506, -0.366], [0.415, -0.958, 0.086], [-0.429, -1.255, 0.561], [2.903, 0.822, 0.203], [-2.743, -2.478, 1.218], [-1.791, 2.738, -1.032], [1.607, -0.699, -2.922], [-6.241, 3.456, -2.590], [-0.694, -5.131, 3.109], [-0.795, 1.015, 5.017], [1.741, -1.684, -1.898], [0.479, -0.039, -1.795], [1.614, 4.346, -0.969], [-0.708, 0.298, 1.328], [-0.047, -0.527, -0.130], [2.417, 0.319, 1.237], [-0.010, 0.081, 1.184], [0.992, 3.460, 2.577], [0.244, -1.216, -3.761], [0.530, -0.965, -0.729], [-1.144, -2.771, 0.340], [0.182, -2.216, 0.199], [6.182, -2.471, 5.749], [-4.079, -0.760, 0.377], [-0.100, -5.055, 1.345], [-0.919, 2.985, -3.085], [0.639, 1.273, 0.272], [-0.761, 0.281, 1.927], [-0.262, 1.596, -0.603], [1.164, 0.375, 0.616], [1.690, 5.210, -4.412], [-1.480, -1.104, 0.458], [-1.474, 0.027, -0.626], [-0.396, -0.366, -0.842], [0.023, 1.650, -1.167], [-0.525, -1.446, -0.089], [1.071, 4.324, 4.098], [-2.214, 1.091, 5.086], [0.551, -2.607, -2.204], [2.110, -1.162, 0.578], [-0.262, 1.720, 0.511], [0.369, -0.459, -1.582], [-0.754, -1.943, 1.947], [-0.641, -3.605, -3.088], [0.327, 1.140, -1.341], [-0.259, -3.170, -1.699], [0.277, 0.211, 0.438], [0.002, 2.597, -1.097], [0.726, 0.348, 0.287], [-1.202, -0.628, -1.458], [-0.036, 2.062, -0.491], [1.560, -0.220, -0.986], [1.240, -4.435, 0.620], [-3.537, 4.454, -6.070], [3.197, -0.083, 3.420], [-1.269, 0.728, -0.122], [-1.725, 0.566, -0.351], [0.531, -0.217, -1.960], [-2.027, 0.202, 3.204], [0.953, 0.314, -0.471], [1.036, 0.829, -0.296], [-0.686, -0.166, 0.670], [1.623, -0.209, 0.637], [-0.639, -1.302, 0.582], [0.365, 0.609, 0.164], [-0.543, -1.148, 0.967], [0.765, -0.900, -0.703], [0.832, -0.623, 2.719], [-0.865, -0.629, -2.199], [1.824, -1.075, 4.634], [-4.350, -1.095, -2.851], [-0.065, 0.998, 0.340], [-6.403, 4.135, -13.288], [-0.073, -1.237, -1.029], [-0.031, -1.939, 0.891], [1.450, 1.256, -2.585], [0.273, 0.533, 0.581], [0.001, 0.203, 0.040], [0.019, 3.720, 1.793], [-2.618, -3.689, -0.471], [9.278, 0.302, 12.191]], "lowdin_charge": [0.09, -0.25, 0.01, -0.09, -0.07, -0.07, -0.04, 0.09, 0.06, 0.05, 0.14, 0.06, -0.26, -0.34, -0.30, 0.61, -0.30, -0.34, -0.27, 0.13, 0.11, 0.17, 0.12, 0.20, 0.20, 0.09, 0.17, -0.19, -0.31, -0.25, 0.68, -0.27, -0.34, -0.20, 0.15, 0.10, 0.06, 0.17, 0.11, 0.12, 0.09, 0.09, -0.17, -0.24, -0.32, 0.60, -0.29, -0.32, -0.22, 0.04, 0.14, 0.20, 0.12, 0.08, 0.12, 0.13, 0.12, -0.19, -0.30, -0.37, 0.64, -0.30, -0.33, -0.18, 0.18, 0.10, 0.15, 0.13, 0.16, 0.13, 0.09, 0.09, -0.18, -0.27, -0.23, 0.64, -0.25, -0.30, -0.13, 0.13, 0.15, 0.10, 0.13, 0.13, 0.07, 0.08, -0.04]}

---

| no. | calculated total energy (eV) |
| --- | --- |
| 1 | -100319.77047 |
| 2 | -80523.09246 |
| 3 | -105045.60932 |